[1]
{"formula": "CH5O3Si2", "method": "ωB97M-V/def2-TZVPD", "symbols": ["C", "O", "O", "O", "Si", "Si", "H", "H", "H", "H", "H"], "xyz": [[-3.008, -0.367, -0.098], [-2.337, -1.300, -0.245], [-3.830, 0.445, 0.035], [0.731, 0.269, 0.550], [1.545, -1.008, 0.158], [-0.027, 1.717, -0.039], [2.977, -0.879, 0.536], [1.534, -1.316, -1.285], [0.989, -2.155, 0.896], [0.701, 1.913, -1.334], [0.724, 2.680, 0.827]], "atomic_forces_ev_per_a": [[-0.660, 0.222, -0.004], [0.447, -0.079, -0.008], [0.298, -0.008, 0.018], [-0.476, 0.828, 0.307], [0.510, -0.518, -0.057], [-1.265, -0.341, 0.231], [0.188, -0.125, 0.018], [-0.011, -0.144, -0.265], [0.049, -0.423, 0.049], [0.538, 0.150, -0.358], [0.381, 0.438, 0.070]], "largest_force_ev_per_a": 1.3, "lumo_energy_ha": 0.1267, "gap_ev": 5.523, "e_homo_ha": -0.0763, "charge": -1}

***

[2]
{"formula": "C3H12BCsNO", "method": "ωB97M-V/def2-TZVPD", "symbols": ["Cs", "B", "H", "H", "H", "H", "C", "C", "O", "N", "H", "H", "C", "H", "H", "H", "H", "H", "H"], "xyz": [[-2.015, -2.539, 1.482], [-3.378, -0.130, -0.584], [-3.547, -0.033, 0.477], [-2.850, 0.702, -1.024], [-2.765, -0.998, -0.767], [-4.337, -0.174, -1.078], [0.092, 1.373, 0.998], [0.802, 0.112, 0.557], [0.452, -1.025, 0.747], [2.059, 0.404, -0.307], [1.811, 0.861, -1.173], [2.777, 0.873, 0.227], [2.721, -0.879, -0.713], [0.709, 2.052, 1.586], [-0.695, 1.031, 1.670], [-0.467, 1.911, 0.232], [3.553, -0.588, -1.354], [2.038, -1.585, -1.185], [3.041, -1.367, 0.208]], "atomic_forces_ev_per_a": [[-0.282, -0.538, 0.349], [1.499, -1.554, 1.867], [-1.820, -0.701, 3.971], [1.487, 3.110, -3.825], [3.453, -2.577, -0.255], [-4.713, 1.915, -1.959], [-0.532, -0.903, 0.875], [-1.223, 0.276, -0.030], [1.298, 1.962, -0.585], [-0.544, -2.605, 0.273], [-0.201, 0.977, -0.085], [-0.005, 1.034, 0.161], [0.433, -0.669, 0.259], [0.268, 0.053, -0.310], [0.053, -0.008, 0.167], [0.557, -0.011, -0.504], [-0.017, -0.380, 0.062], [-0.062, 0.515, -0.254], [0.353, 0.104, -0.177]], "largest_force_ev_per_a": 5.5, "lumo_energy_ha": [-0.2828, -0.4130], "spin_multiplicity": 2, "gap_ev": [11.714, 7.743], "s2": 0.7528, "e_homo_ha": [-0.7132, -0.6975], "charge": 2}

***

[3]
{"formula": "C17H30Br2FINO5PS", "method": "ωB97M-V/def2-TZVPD", "symbols": ["C", "C", "P", "C", "C", "N", "S", "C", "C", "C", "C", "O", "C", "C", "C", "O", "C", "O", "C", "Br", "I", "C", "Br", "C", "C", "O", "C", "O", "H", "H", "H", "H", "H", "H", "H", "H", "H", "H", "H", "H", "H", "H", "H", "H", "H", "H", "H", "H", "H", "H", "H", "H", "H", "H", "H", "H", "H", "H", "F"], "xyz": [[0.958, 4.357, 1.257], [0.651, 2.884, 1.906], [-0.810, 1.979, 1.114], [-1.679, 3.303, 0.101], [-3.216, 2.987, -0.296], [-0.330, 0.502, 0.197], [-0.661, 0.976, -1.475], [1.141, 0.072, 0.335], [1.636, -0.410, 1.798], [2.112, 1.038, -0.530], [3.637, 1.091, -0.027], [4.194, 2.341, -0.574], [1.159, -1.375, -0.434], [2.432, -2.346, -0.144], [2.751, -3.350, -1.344], [3.296, -2.558, -2.437], [2.639, -2.810, -3.670], [2.147, -1.859, -4.322], [-0.333, -1.994, -0.094], [-0.365, -3.643, 1.072], [-0.850, -2.890, -2.044], [-1.233, -0.722, 0.416], [-1.689, -1.057, 2.367], [-2.726, -0.703, -0.162], [-3.657, -1.906, 0.438], [-4.629, -2.226, -0.642], [-5.893, -2.504, -0.019], [-6.949, -2.384, -0.698], [0.973, 4.217, 0.118], [0.166, 5.090, 1.619], [1.965, 4.756, 1.661], [0.369, 3.044, 3.016], [1.650, 2.342, 1.878], [-1.071, 3.726, -0.788], [-1.772, 4.216, 0.813], [-3.248, 2.176, -1.099], [-3.677, 3.952, -0.723], [-3.852, 2.627, 0.578], [0.170, 0.337, -2.374], [1.159, -1.415, 2.116], [1.339, 0.320, 2.640], [2.757, -0.563, 1.890], [1.763, 2.142, -0.530], [2.174, 0.725, -1.642], [3.722, 1.212, 1.119], [4.302, 0.258, -0.437], [4.506, 2.915, 0.154], [1.158, -1.375, -1.573], [3.338, -1.627, -0.083], [2.385, -2.870, 0.865], [3.614, -4.029, -0.976], [1.902, -4.053, -1.629], [2.601, -3.877, -4.086], [-3.220, 0.249, 0.272], [-2.834, -0.797, -1.289], [-4.299, -1.559, 1.319], [-3.081, -2.868, 0.625], [-5.982, -2.861, 1.071], [-2.709, -3.205, 3.386]], "atomic_forces_ev_per_a": [[0.031, -0.744, 0.551], [1.503, 1.548, -0.098], [-1.947, 1.697, 3.315], [-0.510, 1.529, -0.929], [0.474, -0.108, -0.558], [1.261, -1.003, -1.885], [-0.249, 1.005, -2.400], [2.726, -2.954, -1.343], [-0.997, 0.659, 1.586], [0.755, 0.642, 0.245], [0.128, 1.314, 0.502], [-0.203, -0.501, 0.618], [-0.705, -1.219, 0.099], [0.180, 1.136, -0.053], [1.145, -0.947, 1.846], [-2.006, -1.022, -1.729], [-1.166, 3.315, -1.462], [2.046, -3.606, 2.475], [1.276, 0.326, -0.399], [0.165, 1.319, -0.421], [-0.713, 0.373, 0.231], [-1.317, -2.723, 1.335], [0.658, 0.027, -0.654], [-0.963, 0.222, 0.732], [0.300, -0.125, -0.564], [-2.039, -0.100, 2.740], [-2.967, 0.503, -3.489], [4.323, -0.550, 2.652], [0.094, 0.705, 1.741], [0.990, -0.919, -0.869], [-1.541, -0.771, -0.824], [0.305, -0.577, -1.812], [-1.512, 0.357, 0.057], [-1.158, -0.843, 1.243], [0.514, -1.748, -0.652], [-0.083, 1.184, 1.007], [0.707, -1.526, 0.650], [1.053, 0.568, -0.984], [-0.198, -0.243, 1.209], [0.560, 1.723, -0.805], [0.455, -1.063, -1.379], [-1.435, 0.389, -0.641], [0.477, -1.831, 0.143], [-0.333, 0.344, 1.902], [-0.268, -0.762, -1.782], [-1.169, 0.933, 0.772], [-0.306, -0.666, -0.584], [0.173, 1.028, 1.514], [-1.312, -1.281, -0.208], [-0.172, 0.492, -1.506], [-1.383, 1.034, -0.514], [0.929, 1.268, 0.209], [0.188, 1.213, 1.016], [0.888, -1.260, -1.122], [0.404, 0.420, 1.449], [1.666, -0.607, -0.958], [-0.684, 1.463, 0.288], [0.924, 0.605, -1.443], [0.036, 0.358, -0.060]], "largest_force_ev_per_a": 5.1, "lumo_energy_ha": -0.0341, "gap_ev": 6.094, "e_homo_ha": -0.2580, "charge": 0}

***

[4]
{"formula": "C20H28FN3O4", "method": "ωB97M-V/def2-TZVPD", "symbols": ["C", "H", "O", "C", "C", "C", "C", "C", "C", "H", "F", "C", "N", "C", "H", "H", "C", "N", "C", "O", "C", "C", "H", "C", "O", "N", "C", "H", "H", "H", "C", "C", "H", "H", "C", "O", "C", "C", "H", "H", "H", "H", "H", "H", "H", "H", "H", "H", "H", "H", "H", "H", "H", "H", "H", "H"], "xyz": [[-0.867, 3.677, -2.881], [-0.596, 3.950, -1.856], [-0.571, 2.325, -3.146], [-1.107, 1.378, -2.330], [-2.008, 1.627, -1.300], [-2.449, 0.589, -0.503], [-2.018, -0.716, -0.692], [-1.135, -0.939, -1.739], [-0.687, 0.070, -2.564], [-0.008, -0.140, -3.374], [-0.674, -2.196, -1.965], [-2.469, -1.809, 0.241], [-2.094, -1.455, 1.600], [-2.891, -2.045, 2.643], [-2.692, -1.497, 3.570], [-3.949, -1.938, 2.396], [-2.536, -3.520, 2.858], [-1.124, -3.583, 3.152], [-0.217, -2.657, 2.796], [0.937, -2.725, 3.183], [-0.668, -1.527, 1.866], [-0.155, -0.179, 2.427], [0.611, -0.357, 3.183], [0.380, 0.748, 1.349], [-0.202, 1.786, 1.075], [1.507, 0.379, 0.698], [2.357, -0.738, 1.041], [2.030, -1.232, 1.950], [2.360, -1.478, 0.236], [3.380, -0.387, 1.191], [1.965, 1.268, -0.365], [2.916, 2.354, 0.151], [2.432, 2.925, 0.943], [3.827, 1.899, 0.545], [3.272, 3.280, -1.014], [3.846, 2.581, -2.093], [2.984, 1.586, -2.596], [2.642, 0.544, -1.526], [1.985, -0.216, -1.947], [3.569, 0.074, -1.197], [3.520, 1.126, -3.429], [2.057, 2.043, -2.974], [4.016, 4.020, -0.711], [2.363, 3.803, -1.350], [1.059, 1.762, -0.737], [-0.993, 0.340, 2.894], [-0.152, -1.722, 0.919], [-0.778, -4.337, 3.730], [-2.769, -4.100, 1.956], [-3.099, -3.943, 3.694], [-3.560, -1.879, 0.204], [-2.053, -2.775, -0.084], [-3.125, 0.794, 0.311], [-2.354, 2.625, -1.091], [-0.266, 4.253, -3.584], [-1.926, 3.896, -3.048]], "atomic_forces_ev_per_a": [[-0.046, 0.228, 0.045], [-0.013, -0.008, -0.027], [0.041, -0.326, -0.036], [-0.118, -0.286, 0.106], [-0.048, 0.254, -0.215], [0.124, -0.185, -0.276], [0.042, -0.218, -0.146], [-0.074, 0.187, 0.005], [0.035, 0.075, -0.026], [0.098, -0.054, -0.089], [-0.044, 0.144, 0.036], [0.044, -0.040, -0.114], [-0.202, -0.025, -0.072], [-0.037, -0.397, 0.114], [-0.105, -0.044, 0.052], [0.024, 0.022, 0.038], [-0.344, 0.311, -0.193], [-0.140, -0.405, 0.210], [0.086, -0.066, -0.070], [0.247, 0.044, 0.025], [0.254, 0.359, 0.211], [0.099, -0.039, 0.072], [0.015, 0.019, -0.048], [-0.180, -0.093, 0.347], [-0.143, 0.324, 0.149], [0.197, 0.042, -0.342], [0.034, -0.145, 0.078], [0.010, 0.017, -0.025], [0.066, -0.046, 0.032], [0.046, -0.045, 0.003], [0.043, 0.217, -0.092], [-0.197, 0.038, -0.348], [-0.018, 0.021, 0.047], [0.058, -0.014, 0.051], [0.042, 0.077, 0.371], [0.189, 0.031, -0.056], [-0.049, -0.339, -0.042], [-0.069, 0.335, -0.024], [-0.014, -0.096, -0.019], [0.035, -0.093, -0.022], [-0.124, 0.011, 0.022], [0.052, -0.029, -0.011], [-0.135, 0.012, -0.009], [0.044, 0.015, 0.012], [0.203, -0.061, -0.008], [0.086, -0.023, -0.058], [-0.014, -0.061, 0.077], [0.096, 0.136, -0.085], [-0.086, 0.038, 0.115], [0.034, 0.020, -0.057], [0.056, -0.076, 0.020], [-0.132, 0.070, 0.011], [-0.053, 0.051, 0.151], [0.015, 0.133, 0.019], [-0.061, 0.000, 0.070], [0.032, -0.014, 0.024]], "largest_force_ev_per_a": 0.5, "lumo_energy_ha": 0.0247, "gap_ev": 9.090, "smiles": "COc1ccc(CN2CCNC(=O)[C@@H]2CC(=O)N(C)C2CCOCC2)c(F)c1", "e_homo_ha": -0.3094, "charge": 0}

***

[5]
{"formula": "H17O8", "method": "ωB97M-V/def2-TZVPD", "symbols": ["O", "H", "H", "H", "O", "H", "H", "O", "H", "H", "O", "H", "H", "O", "H", "H", "O", "H", "H", "O", "H", "H", "O", "H", "H"], "xyz": [[-0.122, 1.178, -0.161], [-0.394, 0.688, 0.688], [-0.905, 1.471, -0.762], [0.400, 0.479, -0.661], [0.680, -0.270, -2.405], [1.259, -0.938, -2.101], [1.150, -0.048, -3.254], [2.316, -2.100, -1.716], [1.712, -2.147, -0.934], [3.150, -1.610, -1.498], [-2.254, 1.245, -1.754], [-2.916, 1.890, -1.468], [-2.663, 0.456, -1.436], [0.064, -1.698, 0.328], [-0.366, -2.435, -0.080], [0.104, -2.056, 1.236], [2.517, 0.366, 0.954], [2.947, 0.751, 1.710], [2.476, -0.573, 1.082], [-2.362, 1.872, 1.148], [-2.650, 1.898, 2.045], [-3.164, 1.691, 0.674], [-0.274, 0.105, 2.425], [-0.463, 0.598, 3.203], [-0.239, -0.803, 2.730]], "atomic_forces_ev_per_a": [[0.119, -1.151, 0.077], [-0.070, 1.000, -0.555], [0.363, -0.833, 0.631], [-0.235, 0.949, -0.398], [-0.756, 2.196, -1.806], [1.250, -1.688, 0.503], [-1.039, 0.130, 1.119], [0.539, 0.055, 0.859], [1.258, 0.036, -0.380], [-1.202, -0.725, 0.154], [0.043, 1.220, 0.319], [0.207, 0.491, -0.502], [-0.179, -1.485, 0.048], [0.457, -0.181, 1.191], [-0.683, -0.687, -1.092], [0.285, 0.491, -0.452], [-0.417, 0.406, -0.940], [0.292, 0.083, 0.472], [0.171, -0.586, 0.370], [0.567, -0.008, -0.679], [-0.214, 0.158, 1.175], [-0.654, -0.082, -0.290], [0.156, -0.615, -0.927], [-0.202, 0.881, 0.991], [-0.055, -0.058, 0.113]], "largest_force_ev_per_a": 2.9, "lumo_energy_ha": -0.1240, "gap_ev": 11.279, "e_homo_ha": -0.5385, "charge": 1}

***

[6]
{"formula": "C13H42B2BeN4O5", "method": "ωB97M-V/def2-TZVPD", "symbols": ["Be", "B", "H", "H", "H", "H", "B", "H", "H", "H", "H", "C", "O", "C", "C", "N", "C", "C", "O", "C", "H", "H", "H", "H", "H", "H", "H", "H", "H", "H", "H", "H", "H", "H", "H", "C", "O", "C", "C", "N", "C", "C", "O", "C", "H", "H", "H", "H", "H", "H", "H", "H", "H", "H", "H", "H", "H", "H", "H", "C", "O", "N", "N", "H", "H", "H", "H"], "xyz": [[0.352, 0.545, -1.750], [-0.090, 2.403, -2.204], [-3.288, 3.665, -3.349], [-2.218, 3.123, 5.201], [-2.753, 4.009, -0.176], [5.178, 2.336, 3.844], [-0.658, -1.077, -2.382], [1.555, -1.988, 7.209], [-3.469, 2.204, 7.087], [-2.926, -2.124, -8.053], [-3.938, -3.179, -6.264], [-1.178, -3.640, 4.917], [-1.139, -3.336, 3.509], [-0.163, -2.396, 3.088], [-0.610, -0.920, 3.457], [-0.774, -0.145, 2.272], [-1.741, -0.540, 1.235], [-2.214, 0.622, 0.385], [-2.831, 0.071, -0.688], [-3.381, 0.958, -1.688], [-0.488, -4.414, 5.192], [-2.154, -4.092, 5.036], [-1.154, -2.791, 5.568], [-0.169, -2.477, 1.974], [0.807, -2.698, 3.483], [0.063, -0.359, 4.091], [-1.517, -1.136, 4.032], [-0.983, 0.823, 2.544], [-2.608, -1.071, 1.759], [-1.322, -1.231, 0.497], [-1.397, 1.284, 0.129], [-2.907, 1.294, 0.886], [-3.616, 1.989, -1.324], [-4.329, 0.497, -1.965], [-2.623, 0.965, -2.473], [2.878, 0.296, 3.660], [2.272, 0.265, 2.442], [2.748, 1.236, 1.498], [1.793, 1.426, 0.305], [1.017, 0.195, -0.001], [1.736, -1.036, -0.165], [2.475, -0.875, -1.505], [1.809, 0.007, -2.444], [2.546, 0.570, -3.553], [3.889, 0.658, 3.608], [2.749, -0.731, 4.038], [2.382, 0.928, 4.386], [3.619, 0.750, 1.023], [3.047, 2.117, 2.060], [2.372, 1.595, -0.662], [1.154, 2.317, 0.386], [0.366, 0.026, 0.887], [1.110, -1.919, -0.335], [2.460, -1.194, 0.606], [2.500, -1.847, -2.046], [3.524, -0.672, -1.361], [3.531, 0.148, -3.729], [2.780, 1.576, -3.247], [1.871, 0.586, -4.391], [-0.876, 0.825, -6.364], [-1.208, 0.801, -7.536], [-0.381, 1.882, -5.707], [-0.837, -0.338, -5.572], [-0.150, 2.787, -6.049], [-0.148, 1.820, -4.737], [-1.337, -1.120, -6.025], [-1.007, -0.253, -4.549]], "atomic_forces_ev_per_a": [[0.222, -0.413, 1.224], [-0.533, 0.149, -0.557], [0.668, -0.018, 0.836], [-1.096, -0.804, 1.647], [-0.090, -0.128, -0.634], [-0.081, -0.058, -0.041], [-0.450, 0.245, 0.225], [0.024, 0.071, -0.108], [1.103, 0.797, -1.662], [-1.011, -1.027, 1.841], [1.059, 1.086, -1.822], [-1.090, -0.417, -1.426], [0.133, 0.065, 0.482], [-0.512, 0.478, -0.162], [0.307, -2.154, 0.071], [-0.311, 1.846, -1.445], [-1.329, -0.860, 1.537], [-0.125, 0.779, 1.437], [-0.891, -0.734, -1.760], [-0.041, -0.132, 1.107], [0.906, -0.105, 0.118], [-0.326, -0.071, 0.164], [0.420, 0.695, 0.283], [0.257, 0.002, 0.834], [0.257, 0.277, -0.024], [0.366, -0.224, 0.230], [-0.400, 0.552, -0.109], [0.129, -0.421, -0.170], [0.778, 0.586, -1.014], [0.185, -0.297, 0.291], [0.774, 0.201, -0.334], [-0.255, 0.094, 0.614], [0.572, -0.823, -0.094], [0.225, 0.029, -0.484], [-0.396, 0.445, -0.450], [-0.145, -0.990, 1.800], [-1.491, 0.745, -2.704], [0.638, -1.524, -0.136], [0.899, -0.069, -0.964], [-3.411, 0.785, 1.579], [0.979, 0.292, -2.400], [0.952, -2.359, -1.267], [0.308, -0.196, 1.002], [0.063, 0.800, 0.913], [0.892, -0.214, 0.050], [0.695, 0.353, 0.150], [-0.385, 0.521, 0.124], [0.351, 0.541, 0.456], [-0.017, 0.449, -0.468], [-0.135, 0.212, 1.452], [-0.304, -0.634, 0.197], [1.001, 0.567, -1.442], [-0.490, 0.450, 0.758], [0.339, -0.408, 0.586], [-0.053, 0.313, 0.477], [0.352, 1.019, -0.105], [-0.357, -0.883, -0.065], [-0.079, 0.714, -0.099], [0.071, -0.262, -0.499], [0.083, -1.170, -0.610], [0.087, 0.077, 0.498], [0.650, 1.085, 1.245], [-0.734, -0.488, 0.261], [-0.422, 0.196, -0.977], [-0.146, -0.289, 0.300], [0.346, 0.704, 0.610], [0.017, -0.047, -1.366]], "largest_force_ev_per_a": 3.8, "lumo_energy_ha": -0.1823, "gap_ev": 1.558, "e_homo_ha": -0.2395, "charge": 0}